Entry 1:
Density functional theory data (ωB97M-V with the def2-TZVPD basis set) for a molecular structure, C12H18Cl3N3OOsS3Sb.

Structure (XYZ):
```
42
Properties=species:S:1:pos:R:3:forces:R:3
Os -0.003316 0.199537 -1.060315 -0.1 0.1 0.5
N -3.829341 -2.051363 0.771432 0.0 0.0 0.0
C -2.334734 -1.852505 0.656268 0.1 0.0 0.0
C -1.792802 -1.308216 1.970043 0.0 0.1 0.0
C -0.275372 -1.067140 1.951467 0.0 -0.2 -0.1
N 0.143201 0.144128 1.179845 0.1 0.1 -0.1
C 0.443407 -2.324081 1.443916 0.0 0.2 -0.1
C -0.133340 -2.884886 0.137604 0.2 0.1 0.2
N 0.289575 -1.976493 -0.973967 -0.4 0.0 -0.2
C -1.639927 -3.122560 0.223807 0.0 0.0 0.0
H -4.287508 -1.152303 0.946024 0.0 0.0 0.0
H -4.082470 -2.689974 1.530065 0.0 0.0 0.0
H -4.219940 -2.425950 -0.096514 0.0 0.0 0.0
H -2.222094 -1.122471 -0.133717 -0.1 0.0 0.0
H -1.956535 -2.055670 2.754507 -0.1 0.0 0.0
H -2.319438 -0.398085 2.269926 0.0 0.0 -0.1
H 0.007187 -0.890918 2.990758 0.1 -0.1 0.0
H 1.081293 0.396392 1.488346 0.0 -0.1 0.0
H -0.448549 0.928981 1.452815 0.0 0.0 0.0
H 0.400610 -3.099028 2.210544 -0.1 0.0 0.0
H 1.505861 -2.103213 1.303081 0.0 0.0 0.0
H 0.323665 -3.858881 -0.047892 0.1 0.0 0.0
H 0.051496 -2.394001 -1.872918 -0.1 -0.1 0.1
H 1.305395 -2.024333 -0.932345 0.0 -0.1 -0.2
H -1.789430 -3.926193 0.952244 0.0 0.0 0.0
H -2.023227 -3.476455 -0.737657 0.0 0.0 0.0
S -1.074179 1.963939 -3.871378 -0.1 0.0 0.0
Sb -1.651281 2.974823 -1.778627 0.0 0.4 -0.2
S -2.216580 1.022713 -0.594728 -0.1 -0.3 0.1
S -0.620704 0.067343 -3.194112 0.5 -0.1 -0.3
Cl 5.661624 4.578258 -0.775696 0.0 0.0 0.0
C 4.080542 3.916246 -0.856540 0.0 0.0 0.0
C 3.915780 2.560892 -1.095721 0.0 0.1 0.0
C 2.628243 2.067965 -1.155286 -0.1 0.1 0.0
Cl 2.443897 0.343153 -1.478860 0.0 -0.1 0.1
C 1.486987 2.849478 -0.982742 0.1 -0.2 -0.1
O 0.241126 2.300439 -1.001360 0.0 0.2 0.1
C 1.704034 4.203879 -0.730535 0.0 0.0 0.0
Cl 0.347514 5.240207 -0.468653 0.0 0.0 0.0
C 2.978503 4.737981 -0.674409 0.0 0.0 0.0
H 4.770659 1.914944 -1.237816 0.0 0.0 0.0
H 3.110155 5.793441 -0.480916 0.0 0.0 0.0
```
Positions in Å, forces in eV/Å.

Values from the calculation:
Relative energy (zero: lowest compared OMol25 entry of this formula, charge and spin) ... 0.000 eV
Gap between HOMO and LUMO (alpha / beta) ... 0.2740 / 0.2602 hartree
HOMO level (alpha / beta) ... -13.3776 / -13.9280 eV
Net charge ... +2
Spin multiplicity ... 2

---

Entry 2:
Density functional theory data (ωB97M-V with the def2-TZVPD basis set) for 8 unconnected molecules or ions with the total composition C17H28Cl10O6 in a non-equilibrium geometry.

Structure (XYZ):
```
61
Properties=species:S:1:pos:R:3:forces:R:3
O 10.106152 5.409897 17.020847 -3.4 0.5 -0.3
C 11.244265 5.171621 17.056178 3.4 0.1 0.8
C 11.944076 3.913670 17.514849 0.0 -0.8 -0.9
C 13.401876 4.351838 17.683582 -0.4 0.1 1.3
C 13.507172 5.545338 16.756162 -0.7 0.2 0.3
O 12.172489 6.136943 16.778550 0.4 -0.6 -0.5
H 11.408149 3.478907 18.381745 0.5 0.3 -0.5
H 11.877650 3.202438 16.670706 -0.2 0.1 0.3
H 13.462379 4.697218 18.725917 0.4 0.0 -0.2
H 14.179006 3.604837 17.507126 -0.3 0.0 0.0
H 14.171413 6.328356 17.116063 0.2 -0.2 -0.2
H 13.744553 5.204393 15.746002 0.0 0.4 0.0
O 4.773096 3.496570 16.197592 -1.9 -2.5 0.6
C 5.464546 4.377320 15.893607 2.5 3.0 -0.4
C 5.937237 4.890714 14.549182 -0.1 0.3 0.0
C 7.173315 5.675737 14.878116 1.1 0.4 0.3
C 6.881564 6.228029 16.269927 -0.9 -0.8 -0.6
O 6.034350 5.192947 16.841214 0.1 0.1 0.5
H 6.125915 4.117677 13.838266 -0.2 -0.6 -0.4
H 5.175442 5.557323 14.164687 -0.4 0.0 -0.2
H 8.046999 5.017433 14.868037 0.0 0.0 0.3
H 7.440759 6.486288 14.213551 -0.2 0.1 -0.4
H 7.755357 6.359651 16.892633 0.1 0.0 0.1
H 6.282334 7.144909 16.195590 0.2 -0.1 0.2
O 9.930451 -1.411313 18.189349 2.3 2.4 -3.4
C 9.461814 -2.040813 19.025775 -3.0 -2.0 3.6
C 8.084070 -2.737812 19.007244 1.1 -0.5 -1.7
C 7.829792 -3.194767 20.394964 -0.4 -0.2 0.2
C 9.201341 -3.075390 21.029478 0.5 -0.5 1.3
O 9.993140 -2.171710 20.276188 0.1 -0.1 -1.0
H 7.349486 -2.096369 18.541470 -0.1 0.3 0.1
H 8.206750 -3.593742 18.321713 -0.1 0.2 0.1
H 7.154215 -2.502717 20.883459 -0.3 -0.1 0.2
H 7.428374 -4.218943 20.390447 0.1 0.5 0.4
H 9.141818 -2.598714 22.006384 0.0 -0.5 0.2
H 9.719915 -4.051662 21.093844 -0.2 0.5 0.0
Cl 8.899823 2.665114 19.640451 0.1 -0.3 0.3
C 7.808091 3.898476 19.014074 0.3 0.8 0.1
Cl 7.132182 4.961321 20.274494 0.1 -0.3 -0.1
H 8.395866 4.530030 18.355210 -0.1 -0.1 -0.1
H 7.006521 3.411221 18.505248 -0.5 -0.2 -0.2
Cl 4.760138 1.570195 12.504111 0.1 0.0 0.3
C 6.017174 0.762748 13.483780 -0.4 0.1 -0.4
Cl 6.615252 -0.640664 12.633956 0.4 -0.6 -0.3
H 6.837996 1.456871 13.604457 -0.1 0.1 0.3
H 5.575912 0.394385 14.400249 0.0 0.4 0.2
Cl 8.286356 3.332500 12.277460 -0.4 0.1 0.0
C 9.649101 2.275832 12.514783 0.8 0.2 0.0
Cl 10.522888 1.986537 11.022872 0.2 -0.2 -0.5
H 10.349776 2.729094 13.188191 0.1 0.6 0.3
H 9.414718 1.331576 12.944870 -0.9 -0.7 0.1
Cl 13.145747 0.853769 15.393133 -0.2 -0.1 0.3
C 12.856563 1.469744 13.758827 0.6 -0.3 0.5
Cl 12.887273 3.208500 13.699606 0.0 0.9 0.0
H 13.708460 1.118622 13.192663 -0.4 -0.2 -0.4
H 11.880087 1.151026 13.442723 0.0 -0.4 -0.3
Cl 9.463001 -0.355166 15.123309 -0.3 0.4 0.4
C 9.167901 0.762910 16.511762 0.9 0.3 -1.4
Cl 8.814546 2.426844 15.973272 -0.1 -0.2 -0.1
H 8.344474 0.405071 17.066635 -0.6 -0.4 0.6
H 10.101435 0.807698 17.035943 0.1 -0.1 0.5
```
Positions in Å, forces in eV/Å.

Values from the calculation:
Gap between HOMO and LUMO ... 0.3928 hartree
HOMO level ... -10.2809 eV

---

Entry 3:
Density functional theory data (ωB97M-V with the def2-TZVPD basis set) for a molecular structure, C25H25IrN9O7.

Structure (XYZ):
```
67
Properties=species:S:1:pos:R:3:forces:R:3
Ir -0.148543 -0.224979 0.086677 -0.1 0.5 0.7
N -3.022865 1.139068 2.993945 0.0 0.1 0.2
C -2.465264 0.815827 1.839184 0.0 -0.2 0.0
N -1.195195 0.568498 1.690577 0.2 0.0 0.1
C -0.343445 0.539170 2.841614 -0.4 0.1 0.1
N 0.882727 0.185573 2.721634 0.3 -0.2 -0.4
N 1.198222 -0.147297 1.441681 0.2 0.1 0.0
C 2.406286 -0.707895 1.095700 -0.1 0.0 0.1
C 2.515694 -1.171495 -0.220525 -0.1 0.1 0.0
C 3.668147 -1.773408 -0.761288 0.1 0.0 0.0
C 3.677406 -2.160472 -2.076102 0.0 0.0 0.0
C 2.545180 -1.940061 -2.874615 0.0 0.0 0.0
C 1.433892 -1.361254 -2.303458 0.0 0.0 0.1
N 1.398051 -0.997001 -1.016929 -0.1 -0.3 -0.1
C -0.926688 0.893793 4.132525 0.1 0.0 -0.1
C -0.184976 0.916736 5.312609 0.1 0.0 0.0
C -0.792497 1.247065 6.506840 0.0 0.0 0.0
C -2.151771 1.554780 6.543515 0.0 0.0 0.0
C -2.903464 1.526228 5.385988 0.0 0.0 0.0
C -2.282177 1.193787 4.190987 -0.2 0.0 -0.1
H -4.021053 1.273481 3.030363 0.0 0.0 0.0
H -3.117876 0.750321 0.977418 0.0 0.0 0.0
H 3.201489 -0.761659 1.824268 0.0 0.0 0.0
H 4.528881 -1.920031 -0.123383 0.0 0.0 0.0
H 4.554981 -2.631992 -2.497238 0.0 0.0 0.0
H 2.527453 -2.213990 -3.919138 0.0 0.0 0.0
H 0.532042 -1.174844 -2.877825 0.0 0.0 0.1
H 0.865876 0.666280 5.268955 0.0 0.0 0.0
H -0.212088 1.262070 7.419006 0.0 0.0 0.0
H -2.625157 1.815147 7.480472 0.0 0.0 0.0
H -3.962452 1.754460 5.406742 0.0 0.0 0.0
O -3.013609 -2.183839 1.871605 -0.1 0.0 0.0
C -2.069192 -2.415518 1.133068 0.3 0.3 0.2
O -0.837265 -2.133904 1.301336 -0.1 -0.3 -0.2
C -2.329302 -3.067531 -0.188648 0.1 -0.3 -0.4
C -2.769494 -4.380764 -0.319602 0.0 0.1 0.1
C -2.969252 -4.869067 -1.580960 0.0 -0.1 -0.3
C -2.779769 -4.105486 -2.760430 -0.1 -0.3 0.1
C -2.378025 -2.821135 -2.659050 0.1 0.1 -0.1
C -2.105961 -2.237094 -1.365974 -0.2 -0.1 0.3
O -1.744744 -1.052377 -1.204785 0.2 0.2 -0.3
N -2.181655 -2.055270 -3.913248 -0.6 0.2 0.3
O -1.747518 -0.923268 -3.810214 0.3 0.0 -0.2
O -2.534246 -2.576188 -4.941796 0.2 -0.1 0.0
N -3.413915 -6.274716 -1.752340 -0.1 0.2 0.0
O -3.599307 -6.648721 -2.889089 0.0 -0.1 0.0
O -3.571635 -6.923677 -0.747126 0.0 -0.1 0.1
H -2.966807 -5.000236 0.544447 0.0 0.0 0.0
H -2.952510 -4.547477 -3.730653 0.0 -0.1 0.0
C -2.726318 3.515020 -2.193768 0.0 -0.1 0.0
C -1.252995 3.748637 -1.849266 -0.1 0.0 0.1
C -0.409432 3.774097 -3.118948 0.1 0.0 0.0
C -1.090405 5.055200 -1.083659 0.0 0.0 0.0
N -0.727549 2.700835 -0.936100 0.1 0.0 -0.3
N -0.697721 1.391227 -1.495249 -0.1 -0.2 0.1
H -3.105309 4.306910 -2.840085 0.0 0.0 0.0
H -3.336046 3.507721 -1.285843 0.0 0.0 0.0
H -2.875987 2.570769 -2.724951 0.0 0.0 0.0
H -0.680991 4.641687 -3.719830 0.0 0.0 0.0
H -0.571762 2.893082 -3.744763 0.0 0.0 0.0
H 0.652163 3.850667 -2.874198 0.0 0.0 0.0
H -1.451423 5.891706 -1.682349 0.0 0.0 0.0
H -0.042677 5.224569 -0.836244 0.0 0.0 0.0
H -1.665481 5.038506 -0.153571 0.0 0.0 0.0
H -1.296026 2.654067 -0.097752 0.0 0.0 0.0
H -0.017283 1.389767 -2.247590 0.1 0.0 0.1
H -1.585070 1.081898 -1.895275 0.0 0.1 -0.1
```
Positions in Å, forces in eV/Å.

Values from the calculation:
Relative energy (zero: lowest compared OMol25 entry of this formula, charge and spin) ... 0.000 eV
Gap between HOMO and LUMO (alpha / beta) ... 0.2090 / 0.1789 hartree
HOMO level (alpha / beta) ... -9.2146 / -11.2578 eV
Net charge ... +1
Spin multiplicity ... 5

---

Entry 4:
Density functional theory data (ωB97M-V with the def2-TZVPD basis set) for 2 unconnected molecules or ions with the total composition C4H13N3O.

Structure (XYZ):
```
21
Properties=species:S:1:pos:R:3:forces:R:3
N -1.472581 0.041752 -1.860350 0.7 -0.7 0.2
C -0.203232 0.555025 -2.307849 -0.8 0.3 0.1
C 0.856540 0.765682 -1.541308 0.4 0.2 -0.4
N 1.900876 1.617799 -2.046583 0.4 -0.2 -0.1
H -1.456675 -0.974088 -1.841060 -0.1 0.1 0.2
H -2.197587 0.301129 -2.507803 -0.1 0.1 -0.2
H -0.208109 0.878801 -3.343005 0.3 0.4 0.1
H 0.992887 0.384034 -0.539150 -0.5 0.0 0.2
H 2.815321 1.186438 -1.953869 -0.1 -0.1 -0.1
H 1.961841 2.438561 -1.452912 -0.2 0.1 -0.1
N -0.758418 0.986470 1.238588 0.1 -0.3 -0.3
C -0.848995 -0.446103 1.480075 -0.7 -0.5 0.4
C 0.361152 -0.977581 2.222551 -0.2 0.0 -0.4
O 0.254401 -2.394494 2.264229 -0.6 0.3 -0.4
H -0.945974 1.511303 2.081464 -0.2 0.0 -0.1
H -1.422585 1.228988 0.508492 0.2 0.2 0.2
H -0.991171 -1.005390 0.554940 0.4 0.3 -0.2
H -1.753954 -0.735351 2.040281 0.2 0.1 0.2
H 0.365463 -0.545961 3.226506 0.2 0.0 0.1
H 1.265276 -0.685907 1.676910 0.0 0.1 0.2
H 0.840736 -2.728277 2.925423 0.6 -0.3 0.6
```
Positions in Å, forces in eV/Å.

Values from the calculation:
Relative energy (zero: lowest compared OMol25 entry of this formula, charge and spin) ... 2.453 eV
Gap between HOMO and LUMO ... 0.3514 hartree
HOMO level ... -8.5582 eV